(1)
{"formula": "C29H53F5N4OP2SSi4TeW", "method": "ωB97M-V with the def2-TZVPD basis set", "lumo_energy_ev": [-6.5, -6.5], "homo_energy_ev": [-12.472, -12.384], "orbital_gap_ev": [5.92, 5.84], "max_force_ev_per_a": 1.3, "charge": 2, "species": ["W", "C", "P", "C", "C", "C", "C", "C", "C", "C", "P", "C", "C", "H", "H", "H", "H", "H", "H", "H", "H", "H", "H", "H", "H", "H", "H", "H", "H", "F", "C", "C", "F", "C", "F", "C", "S", "C", "F", "C", "F", "N", "C", "N", "O", "H", "H", "H", "H", "C", "N", "C", "C", "N", "H", "H", "H", "H", "H", "H", "C", "Si", "C", "C", "Si", "Te", "Si", "C", "C", "C", "Si", "C", "C", "C", "H", "H", "H", "H", "H", "H", "H", "H", "H", "H", "H", "H", "H", "H", "H", "H", "H", "H", "H", "H", "H", "H", "H", "H", "H", "H", "H"], "xyz": [[-0.613, 1.092, -0.750], [0.216, 3.791, 1.664], [0.875, 2.739, 0.343], [2.413, 2.152, 1.106], [1.428, 3.822, -1.005], [1.734, 5.165, -0.807], [2.149, 5.947, -1.874], [2.277, 5.386, -3.138], [1.990, 4.043, -3.337], [1.556, 3.250, -2.278], [1.136, 1.477, -2.480], [0.798, 1.304, -4.257], [2.742, 0.619, -2.375], [-0.482, 4.527, 1.277], [1.037, 4.297, 2.172], [-0.297, 3.158, 2.389], [2.179, 1.589, 2.008], [3.018, 3.023, 1.361], [2.968, 1.511, 0.427], [1.631, 5.614, 0.173], [2.369, 6.996, -1.721], [2.602, 5.996, -3.971], [2.094, 3.624, -4.330], [0.142, 2.098, -4.605], [0.294, 0.357, -4.444], [1.734, 1.326, -4.815], [2.626, -0.396, -2.759], [3.105, 0.553, -1.354], [3.469, 1.149, -2.991], [-1.260, 7.630, -3.117], [-1.442, 6.323, -3.030], [-1.446, 5.704, -1.789], [-1.260, 6.410, -0.677], [-1.618, 4.341, -1.746], [-1.566, 3.702, -0.546], [-1.770, 3.547, -2.859], [-1.975, 1.800, -2.680], [-1.766, 4.190, -4.086], [-1.894, 3.489, -5.211], [-1.606, 5.565, -4.179], [-1.587, 6.154, -5.363], [-3.030, -2.122, -2.837], [-1.945, -1.420, -2.469], [-0.787, -1.662, -3.112], [-2.036, -0.579, -1.548], [-3.015, -2.793, -3.585], [-3.911, -1.879, -2.420], [-0.720, -2.280, -3.901], [0.031, -1.173, -2.790], [-5.167, 0.027, 1.949], [-4.171, 1.102, 2.079], [-4.460, 2.232, 2.975], [-3.135, 1.127, 1.306], [-2.203, 1.134, 0.615], [-5.358, -0.390, 2.936], [-4.773, -0.749, 1.299], [-6.090, 0.427, 1.533], [-4.695, 1.845, 3.965], [-5.306, 2.798, 2.588], [-3.587, 2.875, 3.037], [4.255, -2.776, 1.118], [2.859, -3.886, 0.595], [3.050, -5.614, 1.252], [2.666, -3.870, -1.256], [0.871, -3.069, 1.540], [0.627, -0.811, 0.313], [0.943, -2.332, 3.766], [-0.750, -1.719, 4.229], [2.192, -0.966, 3.920], [1.439, -3.829, 4.749], [-1.116, -4.189, 0.985], [-2.524, -2.969, 1.101], [-1.285, -5.554, 2.237], [-1.002, -4.872, -0.739], [5.164, -3.028, 0.566], [4.472, -2.882, 2.183], [4.027, -1.723, 0.926], [3.997, -6.034, 0.902], [2.248, -6.268, 0.902], [3.059, -5.643, 2.343], [3.612, -4.147, -1.730], [2.390, -2.874, -1.614], [1.902, -4.575, -1.588], [-1.100, -0.960, 3.522], [-0.721, -1.270, 5.225], [-1.480, -2.531, 4.250], [1.903, -0.110, 3.306], [3.190, -1.285, 3.614], [2.248, -0.629, 4.959], [0.752, -4.666, 4.605], [1.442, -3.579, 5.814], [2.444, -4.166, 4.486], [-2.664, -2.612, 2.124], [-3.452, -3.450, 0.776], [-2.341, -2.102, 0.460], [-1.427, -5.162, 3.247], [-0.410, -6.209, 2.249], [-2.155, -6.170, 1.993], [-0.768, -4.084, -1.458], [-1.962, -5.319, -1.011], [-0.238, -5.647, -0.825]]}

---

(2)
{"formula": "C11H6BrClF6INO6P", "method": "ωB97M-V with the def2-TZVPD basis set", "lumo_energy_ev": -6.0, "homo_energy_ev": -12.044, "orbital_gap_ev": 6.06, "max_force_ev_per_a": 5.2, "charge": 1, "species": ["O", "C", "O", "P", "O", "Cl", "C", "C", "I", "C", "F", "N", "C", "Br", "C", "C", "F", "F", "C", "F", "F", "H", "H", "H", "C", "C", "O", "C", "O", "O", "F", "H", "H", "H"], "xyz": [[0.973, 2.169, 0.613], [1.460, 1.055, 0.857], [0.994, 0.356, 2.031], [-0.301, -0.718, 1.573], [0.397, -1.988, 0.623], [-1.171, -1.577, 3.327], [2.554, 0.291, -0.006], [3.913, -0.035, 0.719], [4.336, 0.518, 2.789], [4.949, -0.810, -0.128], [6.203, -1.198, 0.415], [4.685, -1.169, -1.490], [3.434, -0.885, -2.190], [3.359, -1.543, -4.047], [2.257, -0.134, -1.463], [0.944, 0.132, -2.300], [-0.142, 0.709, -1.617], [0.461, -1.135, -2.803], [1.177, 1.051, -3.636], [0.355, 2.200, -3.654], [0.801, 0.272, -4.793], [-0.307, -2.226, -0.036], [5.445, -1.676, -1.990], [2.289, 1.296, -3.802], [-5.284, -0.387, 1.951], [-5.599, 1.067, 1.795], [-4.633, 1.696, 2.612], [-3.554, 0.865, 2.604], [-2.456, 1.186, 2.960], [-3.875, -0.374, 2.134], [-6.828, 1.353, 2.283], [-5.761, -0.830, 2.829], [-5.561, -0.970, 1.071], [-5.512, 1.439, 0.770]]}

---

(3)
{"formula": "C4H9N5", "method": "ωB97M-V with the def2-TZVPD basis set", "lumo_energy_ev": 0.9, "homo_energy_ev": -8.155, "orbital_gap_ev": 9.08, "max_force_ev_per_a": 7.2, "charge": 0, "species": ["C", "C", "C", "C", "H", "H", "H", "H", "H", "H", "H", "H", "H", "N", "N", "N", "N", "N"], "xyz": [[1.829, 1.315, 0.396], [2.550, -1.052, -0.097], [0.075, -0.125, -0.356], [-1.976, 0.612, -0.383], [2.094, 1.544, 1.460], [0.997, 2.177, -0.056], [2.894, 1.815, -0.065], [2.252, -2.051, 0.037], [3.731, 0.179, 0.128], [-0.191, -1.068, -0.787], [-2.600, 1.121, -1.138], [-4.421, -1.035, 1.119], [-4.898, -0.383, -0.672], [1.418, -0.066, -0.303], [3.732, -0.849, 0.153], [-0.643, 0.931, -0.138], [-2.646, -0.204, 0.510], [-3.965, -0.784, 0.152]]}

---

(4)
{"formula": "C4H5NO2", "method": "ωB97M-V with the def2-TZVPD basis set", "lumo_energy_ev": -0.6, "homo_energy_ev": -11.042, "orbital_gap_ev": 10.42, "max_force_ev_per_a": 4.6, "charge": 0, "species": ["C", "C", "C", "C", "N", "O", "O", "H", "H", "H", "H", "H"], "xyz": [[-0.355, 1.763, -0.311], [-2.369, -0.904, -0.470], [1.345, -0.366, 0.847], [0.983, 0.004, -0.465], [-1.067, 2.689, -0.388], [-1.730, -1.069, 0.474], [-3.059, -0.854, -1.383], [0.144, -0.563, -0.915], [1.294, 0.511, 1.433], [2.445, -0.596, 0.972], [0.666, -1.090, 1.286], [1.703, 0.475, -1.081]]}

---

(5)
{"formula": "C13H16F3IrN4O9P2S", "method": "ωB97M-V with the def2-TZVPD basis set", "lumo_energy_ev": [-4.0, -4.0], "spin_multiplicity": 2, "homo_energy_ev": [-10.888, -11.025], "orbital_gap_ev": [6.93, 7.07], "max_force_ev_per_a": 1.1, "charge": 1, "species": ["Ir", "C", "C", "O", "P", "O", "O", "O", "P", "O", "O", "O", "H", "H", "H", "H", "H", "H", "H", "N", "C", "C", "C", "C", "C", "C", "S", "O", "O", "N", "C", "N", "C", "C", "C", "N", "H", "H", "H", "H", "H", "H", "H", "H", "H", "F", "C", "F", "F"], "xyz": [[-0.185, -0.318, -0.117], [3.543, -3.495, -1.307], [2.502, -2.527, -1.780], [2.393, -2.340, -3.123], [3.542, 0.430, -0.510], [2.272, 0.161, -1.479], [3.766, -1.079, 1.483], [2.934, -0.047, 0.931], [0.895, -2.568, -0.997], [0.573, -4.101, -1.160], [-0.221, -1.691, -1.626], [0.961, -2.031, 0.433], [4.511, -3.245, -1.749], [3.273, -4.512, -1.611], [3.663, -3.485, -0.224], [3.152, -2.720, -3.584], [2.038, 0.887, -2.074], [3.101, -1.783, 1.570], [-0.345, -4.358, -0.984], [3.407, 4.396, 5.870], [3.115, 4.032, 4.597], [2.060, 4.648, 3.901], [1.766, 4.285, 2.610], [2.516, 3.285, 1.986], [3.571, 2.669, 2.655], [3.865, 3.038, 3.947], [2.070, 2.903, 0.356], [3.270, 2.120, -0.212], [1.859, 4.078, -0.418], [0.856, 1.865, 0.302], [-0.416, 2.372, 0.203], [-1.260, 1.425, -0.296], [-2.549, 1.743, -0.457], [-3.007, 3.001, -0.137], [-2.082, 3.887, 0.392], [-0.801, 3.580, 0.572], [2.890, 5.120, 6.332], [4.175, 3.981, 6.364], [1.483, 5.425, 4.386], [0.963, 4.771, 2.074], [4.166, 1.911, 2.173], [4.689, 2.565, 4.465], [-3.191, 0.977, -0.860], [-4.042, 3.269, -0.278], [-2.376, 4.886, 0.692], [-1.645, -2.666, 0.541], [-1.727, -1.327, 0.641], [-1.837, -1.040, 1.953], [-2.908, -1.001, 0.070]]}

---

(6)
{"formula": "C3H6N", "method": "ωB97M-V with the def2-TZVPD basis set", "lumo_energy_ev": -6.3, "homo_energy_ev": -14.109, "orbital_gap_ev": 7.83, "max_force_ev_per_a": 4.6, "charge": 1, "species": ["C", "C", "N", "C", "H", "H", "H", "H", "H", "H"], "xyz": [[1.497, 0.614, 0.056], [0.545, -0.187, 0.683], [-0.850, -0.291, 0.368], [-1.343, -0.105, -0.797], [1.290, 1.700, 0.221], [2.316, 0.278, -0.514], [0.883, -0.988, 1.285], [-1.208, -0.930, 1.080], [-2.154, -0.810, -1.069], [-0.975, 0.719, -1.314]]}

---

(7)
{"formula": "C32H31ClMgN2O10", "method": "ωB97M-V with the def2-TZVPD basis set", "lumo_energy_ev": 4.5, "homo_energy_ev": -2.966, "orbital_gap_ev": 7.51, "max_force_ev_per_a": 0.9, "charge": -2, "species": ["Mg", "C", "C", "C", "O", "C", "C", "O", "C", "O", "C", "C", "C", "C", "C", "C", "C", "C", "C", "C", "C", "C", "C", "O", "C", "C", "C", "C", "C", "C", "C", "C", "C", "C", "C", "C", "H", "H", "H", "H", "H", "H", "H", "H", "H", "H", "H", "H", "H", "H", "H", "H", "H", "H", "H", "H", "H", "H", "H", "H", "H", "H", "H", "H", "N", "N", "C", "O", "O", "H", "H", "H", "O", "Cl", "O", "O", "O"], "xyz": [[0.145, 2.284, -1.097], [0.573, -3.912, 0.764], [1.216, -2.695, 0.141], [2.656, -2.952, -0.292], [1.160, -1.651, 1.079], [1.106, -0.426, 0.331], [0.316, -0.835, -0.965], [0.465, -2.267, -0.977], [-1.142, -0.378, -1.291], [-1.189, 0.978, -1.108], [-1.399, -0.709, -2.811], [-0.527, -0.163, -3.762], [-0.730, -0.348, -5.122], [-1.824, -1.074, -5.581], [-2.712, -1.599, -4.656], [-2.500, -1.415, -3.290], [-2.225, -1.062, -0.433], [-3.187, -0.248, 0.155], [-4.246, -0.789, 0.877], [-4.356, -2.164, 1.039], [-3.401, -2.991, 0.454], [-2.356, -2.445, -0.284], [0.819, 0.782, 1.279], [0.988, 1.950, 0.570], [-0.552, 0.726, 1.984], [-1.241, 1.924, 2.159], [-2.429, 1.971, 2.877], [-2.959, 0.816, 3.439], [-2.293, -0.389, 3.253], [-1.105, -0.433, 2.531], [1.962, 0.701, 2.358], [3.233, 1.103, 1.935], [4.319, 1.088, 2.797], [4.164, 0.678, 4.118], [2.909, 0.280, 4.552], [1.822, 0.288, 3.678], [1.117, -4.174, 1.675], [0.606, -4.756, 0.071], [-0.464, -3.691, 1.018], [3.277, -3.151, 0.586], [3.051, -2.081, -0.819], [2.693, -3.809, -0.969], [2.114, -0.197, -0.027], [0.902, -0.448, -1.798], [0.321, 0.442, -3.450], [-0.028, 0.091, -5.823], [-1.985, -1.216, -6.644], [-3.584, -2.151, -4.988], [-3.227, -1.828, -2.602], [-3.071, 0.822, 0.032], [-4.979, -0.128, 1.328], [-5.173, -2.589, 1.613], [-3.476, -4.068, 0.561], [-1.642, -3.098, -0.769], [-0.825, 2.818, 1.713], [-2.946, 2.918, 2.993], [-3.886, 0.851, 4.001], [-2.707, -1.307, 3.656], [-0.604, -1.381, 2.382], [3.360, 1.439, 0.912], [5.290, 1.408, 2.434], [5.008, 0.679, 4.799], [2.764, -0.038, 5.579], [0.855, -0.023, 4.052], [3.199, 3.586, -0.553], [3.690, 2.496, -1.297], [2.914, 1.810, -2.240], [3.484, 0.982, -2.962], [1.661, 2.080, -2.230], [2.660, 4.186, -1.169], [2.537, 3.204, 0.121], [4.663, 2.549, -1.536], [0.693, 5.218, -2.340], [-0.615, 4.660, -2.099], [-1.640, 5.642, -2.315], [-0.663, 4.165, -0.690], [-0.821, 3.465, -2.915]]}

---

(8)
{"formula": "C27H77O24P5", "method": "ωB97M-V with the def2-TZVPD basis set", "lumo_energy_ev": 0.4, "homo_energy_ev": -9.889, "orbital_gap_ev": 10.25, "max_force_ev_per_a": 3.1, "charge": 0, "species": ["C", "O", "P", "O", "O", "C", "O", "C", "H", "H", "H", "H", "H", "H", "H", "H", "H", "C", "O", "P", "O", "O", "C", "O", "C", "H", "H", "H", "H", "H", "H", "H", "H", "H", "C", "O", "P", "O", "O", "C", "O", "C", "H", "H", "H", "H", "H", "H", "H", "H", "H", "C", "O", "P", "O", "O", "C", "O", "C", "H", "H", "H", "H", "H", "H", "H", "H", "H", "C", "O", "P", "O", "O", "C", "O", "C", "H", "H", "H", "H", "H", "H", "H", "H", "H", "C", "C", "C", "O", "H", "H", "H", "H", "H", "H", "H", "H", "C", "C", "C", "O", "H", "H", "H", "H", "H", "H", "H", "H", "C", "C", "C", "O", "H", "H", "H", "H", "H", "H", "H", "H", "C", "C", "C", "O", "H", "H", "H", "H", "H", "H", "H", "H"], "xyz": [[1.463, -4.277, -2.476], [1.916, -5.279, -1.580], [0.877, -6.028, -0.591], [-0.474, -6.267, -1.082], [1.589, -7.335, -0.058], [0.880, -8.605, 0.164], [0.825, -5.044, 0.656], [2.020, -4.756, 1.394], [0.817, -4.640, -3.259], [2.328, -3.883, -3.002], [1.005, -3.402, -2.023], [1.264, -9.429, -0.440], [-0.158, -8.447, -0.043], [0.985, -8.813, 1.211], [2.185, -5.538, 2.080], [1.906, -3.834, 1.927], [2.924, -4.689, 0.741], [-2.703, -3.525, -1.682], [-3.197, -3.184, -0.397], [-4.103, -4.050, 0.583], [-5.010, -3.248, 1.401], [-3.096, -4.939, 1.366], [-2.227, -4.507, 2.478], [-4.778, -5.153, -0.323], [-6.205, -5.231, -0.450], [-2.303, -4.525, -1.666], [-1.861, -2.859, -1.856], [-3.449, -3.488, -2.450], [-2.305, -5.297, 3.226], [-2.603, -3.518, 2.837], [-1.250, -4.558, 2.008], [-6.435, -6.130, -0.998], [-6.552, -4.340, -0.991], [-6.684, -5.215, 0.546], [-3.273, 2.937, -5.082], [-3.801, 1.951, -4.241], [-4.241, 2.242, -2.734], [-5.077, 3.444, -2.573], [-2.837, 2.194, -1.968], [-2.640, 2.642, -0.635], [-4.971, 0.853, -2.400], [-4.276, -0.382, -2.336], [-3.908, 3.824, -5.111], [-3.169, 2.540, -6.095], [-2.260, 3.228, -4.823], [-1.951, 3.518, -0.591], [-2.164, 1.859, -0.047], [-3.593, 2.956, -0.121], [-4.558, -0.762, -1.345], [-3.175, -0.332, -2.504], [-4.721, -1.138, -2.995], [6.766, 2.741, 4.027], [5.684, 2.905, 3.101], [4.323, 3.627, 3.450], [3.371, 2.932, 4.357], [4.759, 5.062, 3.970], [3.801, 6.011, 4.391], [3.603, 3.898, 2.040], [3.498, 2.931, 1.032], [6.574, 1.961, 4.721], [6.990, 3.661, 4.585], [7.573, 2.457, 3.388], [2.882, 5.596, 4.781], [3.570, 6.667, 3.552], [4.284, 6.675, 5.071], [3.238, 3.466, 0.102], [2.768, 2.125, 1.252], [4.506, 2.490, 0.904], [-4.016, 1.963, 4.055], [-3.229, 0.779, 4.382], [-2.065, 0.275, 3.442], [-1.467, -1.025, 3.738], [-2.635, 0.484, 1.967], [-3.876, -0.078, 1.517], [-0.967, 1.443, 3.425], [0.282, 1.333, 4.084], [-4.926, 1.838, 3.491], [-3.395, 2.684, 3.528], [-4.343, 2.394, 5.045], [-4.529, 0.721, 1.120], [-4.480, -0.610, 2.273], [-3.692, -0.749, 0.642], [1.113, 1.235, 3.385], [0.295, 0.453, 4.707], [0.578, 2.138, 4.776], [0.103, 1.183, -3.953], [-0.588, 0.106, -4.757], [0.285, -0.707, -5.647], [-1.368, -0.723, -3.902], [0.741, 0.747, -3.187], [-0.672, 1.788, -3.499], [0.782, 1.764, -4.523], [-1.352, 0.681, -5.357], [0.829, -0.046, -6.365], [-0.373, -1.339, -6.260], [0.995, -1.319, -5.096], [-0.738, -0.898, -3.158], [5.206, 0.455, -1.178], [4.563, -0.917, -0.941], [4.238, -1.097, 0.508], [3.412, -1.104, -1.744], [6.083, 0.612, -0.531], [4.504, 1.239, -0.881], [5.487, 0.544, -2.217], [5.376, -1.655, -1.136], [3.581, -0.306, 0.849], [5.124, -1.131, 1.115], [3.717, -2.029, 0.640], [3.420, -0.430, -2.457], [1.346, 7.313, 0.039], [1.370, 5.806, 0.164], [0.051, 5.323, 0.579], [1.792, 5.186, -1.077], [1.209, 7.788, 1.000], [0.600, 7.686, -0.697], [2.336, 7.525, -0.300], [2.175, 5.538, 0.881], [0.096, 4.257, 0.710], [-0.705, 5.498, -0.212], [-0.367, 5.831, 1.441], [1.157, 5.350, -1.793], [0.086, -1.576, 0.921], [-0.268, -0.636, -0.196], [0.186, 0.747, -0.003], [0.206, -1.213, -1.440], [-0.353, -1.140, 1.862], [1.176, -1.510, 0.944], [-0.221, -2.601, 0.716], [-1.389, -0.643, -0.401], [-0.145, 1.351, -0.846], [1.273, 0.798, -0.100], [0.054, 1.191, 0.984], [1.165, -1.311, -1.448]]}

---

(9)
{"formula": "C6H10O", "method": "ωB97M-V with the def2-TZVPD basis set", "lumo_energy_ev": 0.7, "homo_energy_ev": -8.175, "orbital_gap_ev": 8.89, "max_force_ev_per_a": 0.5, "charge": 0, "species": ["C", "C", "O", "C", "C", "C", "C", "H", "H", "H", "H", "H", "H", "H", "H", "H", "H"], "xyz": [[0.494, 1.135, -2.034], [0.661, 1.774, -0.717], [-1.038, 0.440, 0.136], [-1.297, -0.529, 1.144], [-0.507, -1.782, 0.769], [0.796, -0.925, 0.860], [-0.078, 0.275, 1.207], [0.984, 0.158, -2.111], [-0.506, 1.097, -2.484], [1.118, 1.840, -2.620], [-0.161, 2.509, -0.604], [-2.239, -0.421, 1.670], [-0.755, -2.193, -0.214], [-0.555, -2.560, 1.533], [1.434, -1.219, 1.698], [1.406, -0.817, -0.042], [0.170, 1.155, 1.788]]}